## w
CH2O2S | ωB97M-V/def2-TZVPD

Values from the calculation:
Kohn-Sham gap ... 0.3532 Eh
Lowest unoccupied orbital energy ... 0.07 eV

CARTESIAN COORDINATES (ANGSTROEM)
1 C -0.756 0.196 -0.562
2 O -1.394 -0.188 -1.467
3 O 1.425 0.611 1.021
4 S 1.058 -0.422 0.029
5 H -0.884 1.134 0.129
6 H 0.552 -1.332 0.850

## x
CH2O2S | ωB97M-V/def2-TZVPD

Values from the calculation:
SMILES ... OC(O)=S
Kohn-Sham gap ... 0.3597 Eh
Lowest unoccupied orbital energy ... 0.51 eV

CARTESIAN COORDINATES (ANGSTROEM)
1 O -0.755 1.095 -0.043
2 C -0.051 -0.016 -0.036
3 O -0.747 -1.093 -0.003
4 S 1.671 0.006 -0.021
5 H -0.082 1.764 0.151
6 H -0.035 -1.756 -0.048

## y
CH2O2S | ωB97M-V/def2-TZVPD

Values from the calculation:
SMILES ... C=S(=O)=O
Kohn-Sham gap ... 0.3200 Eh
Lowest unoccupied orbital energy ... -1.59 eV

CARTESIAN COORDINATES (ANGSTROEM)
1 C 0.877 0.068 -0.120
2 S -0.770 -0.059 0.169
3 O -1.434 1.203 -0.150
4 O -1.521 -1.243 -0.096
5 H 1.390 -0.796 -0.033
6 H 1.459 0.827 0.231

## z
CH2O2S | ωB97M-V/def2-TZVPD

Values from the calculation:
SMILES ... OC(O)=S
Kohn-Sham gap ... 0.3517 Eh
Lowest unoccupied orbital energy ... 0.44 eV

CARTESIAN COORDINATES (ANGSTROEM)
1 O 0.431 -1.069 0.790
2 C -0.239 -0.049 0.254
3 O -1.392 -0.188 0.708
4 S 0.573 0.769 -0.955
5 H 1.300 -0.999 0.508
6 H -1.350 -0.947 1.268

Order from most stable to least stable according to the calculation: x, z, w, y